# 1
Here is a cluster of 3 separate species, C22H56N7O4P2 in total from the OMol25 dataset. Energies are from wB97M-V/def2-TZVPD.

- total charge = -1
- max |F| (eV/Å) = 7.8
- HOMO level (eV) = -4.406

Atoms and positions in Å:
P  0.631  -4.579  1.927
P  -2.335  2.032  -3.568
O  1.892  -4.160  1.176
O  -0.948  2.672  -3.601
O  -2.137  1.459  1.451
O  -1.255  -0.068  2.765
N  -2.316  1.672  -5.283
N  0.792  -6.259  1.562
N  -1.879  0.687  -2.617
N  -0.429  3.432  2.013
N  -0.761  -4.916  2.999
N  -0.438  -3.767  0.821
N  -4.057  1.537  -3.500
C  0.545  4.470  2.405
C  -0.032  -2.381  0.554
C  3.531  3.390  0.012
C  5.520  4.030  1.644
C  -0.514  -4.319  4.328
C  5.678  2.514  2.051
C  -4.779  0.880  -4.575
C  -2.378  -0.666  -2.714
C  -0.797  -4.388  -0.445
C  -2.155  -4.692  2.648
C  -4.873  2.665  -3.012
C  -1.910  2.816  -6.101
C  -1.305  1.111  2.309
C  1.660  4.670  1.325
C  2.486  3.333  1.164
C  1.833  -6.917  2.345
C  5.176  2.348  3.533
C  -0.271  -7.205  1.305
C  4.772  4.298  0.289
C  -1.614  0.495  -5.776
C  -1.689  1.026  -1.192
C  -0.275  2.201  2.802
H  0.772  -2.319  -0.189
H  2.895  2.979  2.134
H  -1.219  -4.698  5.073
H  4.269  2.961  3.749
H  -1.722  -1.343  -2.160
H  -4.859  1.494  -5.478
H  -0.014  5.439  2.474
H  6.559  4.429  1.511
H  -0.585  -3.227  4.296
H  5.231  1.792  1.339
H  6.773  2.282  2.079
H  -0.997  -6.838  0.583
H  -1.500  0.536  -6.864
H  -2.378  -1.045  -3.734
H  -0.885  -1.802  0.195
H  0.312  -1.899  1.471
H  -4.956  3.457  -3.766
H  -0.619  0.384  -5.331
H  4.390  5.352  0.344
H  0.952  4.247  3.422
H  5.039  1.292  3.843
H  1.725  2.571  0.858
H  -1.548  -5.169  -0.309
H  -1.102  0.264  -0.679
H  -2.455  -5.287  1.785
H  -5.796  0.649  -4.241
H  -4.417  3.099  -2.115
H  -1.142  1.964  -1.086
H  -2.265  2.690  -7.129
H  3.870  2.354  -0.244
H  0.071  -4.809  -0.968
H  2.135  -7.861  1.886
H  0.140  -8.115  0.856
H  5.975  2.793  4.181
H  -5.878  2.340  -2.730
H  0.755  1.813  2.621
H  -0.396  2.354  3.908
H  1.494  -7.115  3.373
H  -2.190  -0.415  -5.600
H  -3.391  -0.779  -2.302
H  1.205  4.854  0.327
H  -4.335  -0.081  -4.832
H  5.489  4.268  -0.560
H  -2.646  1.134  -0.681
H  -2.794  -5.031  3.471
H  2.728  -6.293  2.399
H  2.353  5.473  1.667
H  -0.823  2.947  -6.122
H  -2.387  -3.641  2.460
H  -1.278  -3.665  -1.110
H  -0.809  -7.502  2.217
H  0.491  -4.582  4.678
H  -2.355  3.740  -5.721
H  -1.380  3.777  2.108
H  3.025  3.766  -0.909
H  5.103  4.598  2.509

---

# 2
Here is a cluster of 8 separate species, C22H56O9 in total from the OMol25 dataset. Energies are from wB97M-V/def2-TZVPD.

- max |F| (eV/Å) = 2.4
- HOMO level (eV) = -10.040
- SMILES string = CC(C)C[C@@H]1CCC(=O)O1.CCO.CCO.CCO.CCO.CCO.CCO.CCO

Atoms and positions in Å:
O  7.070  -0.369  -2.141
O  1.505  7.449  1.463
O  1.639  0.060  0.043
O  -8.026  1.955  2.014
O  0.185  -1.390  0.946
O  -1.356  3.638  -3.877
O  3.920  3.487  0.173
O  0.755  -6.166  -1.463
O  -2.885  -2.730  -1.129
C  6.028  0.574  -1.890
C  -1.575  -2.321  4.163
C  -7.036  0.967  1.746
C  0.982  -7.388  -0.762
C  1.355  -1.065  0.371
C  4.774  -0.097  -1.361
C  1.354  -3.497  0.569
C  -0.467  -3.146  3.465
C  -0.832  -3.443  1.985
C  0.869  -2.431  3.660
C  2.579  3.960  0.078
C  0.618  7.678  -0.795
C  -5.095  -2.145  -0.279
C  0.010  -2.809  0.900
C  2.223  -2.291  0.206
C  0.995  8.370  0.503
C  -5.818  1.556  1.058
C  1.812  3.672  1.354
C  1.017  -8.579  -1.701
C  -0.141  4.379  -3.801
C  1.077  3.484  -3.944
C  -3.795  -1.658  -0.889
H  -1.872  -3.220  1.789
H  -5.060  0.792  0.879
H  3.868  2.537  0.323
H  0.205  -7.523  -0.002
H  2.627  5.033  -0.106
H  -5.600  -2.847  -0.948
H  -0.592  -2.975  0.005
H  -3.987  -1.128  -1.828
H  -3.286  -0.973  -0.213
H  0.784  -1.393  3.370
H  6.747  -0.994  -2.797
H  -0.092  -6.237  -1.912
H  -7.475  0.170  1.134
H  2.975  -2.231  0.988
H  1.045  2.947  -4.892
H  -8.295  2.339  1.174
H  1.704  -2.904  3.161
H  -5.771  -1.313  -0.083
H  1.938  -7.276  -0.252
H  0.064  -8.684  -2.226
H  2.302  4.144  2.206
H  1.783  2.597  1.543
H  1.491  7.198  -1.245
H  6.421  1.280  -1.161
H  -6.093  2.000  0.098
H  2.739  -2.341  -0.736
H  1.794  -8.446  -2.453
H  1.998  4.067  -3.901
H  -5.380  2.345  1.669
H  5.808  1.125  -2.810
H  1.737  9.154  0.316
H  -1.955  -2.863  5.017
H  1.091  -2.427  4.723
H  1.211  -9.503  -1.155
H  -4.904  -2.669  0.659
H  -3.303  -3.344  -1.739
H  1.101  2.740  -3.145
H  0.209  8.389  -1.515
H  -0.125  6.902  -0.609
H  4.988  -0.640  -0.440
H  4.387  -0.817  -2.088
H  3.989  0.632  -1.155
H  -0.395  -4.097  3.978
H  0.788  4.043  1.290
H  -0.729  -4.510  1.811
H  -1.350  2.993  -3.163
H  0.121  8.833  0.956
H  -6.762  0.540  2.709
H  -1.170  -1.378  4.510
H  1.187  -4.224  -0.207
H  2.288  7.037  1.086
H  1.638  -4.025  1.472
H  -0.176  5.111  -4.606
H  -2.381  -2.078  3.486
H  -0.105  4.923  -2.850
H  2.091  3.487  -0.781

---

# 3
Here is a structure of composition C22H57Br2F5O9S7Si3 from the OMol25 dataset. Energies are from wB97M-V/def2-TZVPD.

- max |F| (eV/Å) = 1.0
- HOMO level (eV) = -8.320

Atoms and positions in Å:
Br  3.365  -1.766  -2.837
Br  3.968  -1.267  0.446
S  1.902  -4.212  1.589
S  6.208  -1.023  -6.728
S  -3.685  1.494  1.354
S  -6.732  -4.765  0.780
S  2.711  10.268  2.001
S  2.176  5.233  2.118
S  -2.426  -4.515  3.300
Si  0.290  2.210  -2.289
Si  -0.674  -2.343  -1.451
Si  0.670  -0.049  -2.601
F  -2.629  -4.263  -1.920
F  -4.691  -2.751  -2.447
F  -3.686  -0.923  -1.772
F  -3.021  -2.936  -0.208
F  -2.996  -1.965  -3.589
O  0.259  -3.369  -2.292
O  -2.282  1.119  1.657
O  6.075  -0.205  -5.499
O  -1.406  -4.112  4.305
O  -0.736  -0.845  -2.099
O  2.491  4.238  1.049
O  1.302  -4.521  0.258
O  -6.977  -5.316  2.142
O  3.034  8.867  2.398
C  2.705  10.302  0.206
C  4.217  11.223  2.208
C  7.807  -1.842  -6.639
C  -4.652  0.011  1.662
C  -3.482  -2.132  -2.342
C  1.566  0.275  0.461
C  1.844  3.101  -1.724
C  1.206  -5.391  2.746
C  2.024  4.308  3.651
C  -3.873  -3.493  3.550
C  5.231  -2.513  -6.487
C  -8.299  -4.774  -0.095
C  -5.964  -6.068  -0.186
C  -3.172  -6.040  3.890
C  2.461  -0.533  -0.431
C  -0.429  3.002  -3.851
C  2.191  -0.733  -1.734
C  3.708  6.056  2.531
C  -2.518  -2.976  -1.491
C  -1.077  2.277  -0.993
C  -4.264  2.394  2.798
C  3.555  -4.908  1.568
H  7.899  -2.550  -7.463
H  1.323  -6.402  2.353
H  -1.980  1.914  -1.478
H  -4.036  1.820  3.697
H  3.990  -4.824  2.563
H  0.516  0.079  0.279
H  7.901  -2.353  -5.681
H  5.505  -2.981  -5.541
H  -3.505  -5.908  4.919
H  3.550  6.700  3.389
H  2.066  3.975  -2.329
H  -4.180  -3.534  4.595
H  -2.414  -6.819  3.843
H  4.182  -2.226  -6.463
H  -4.395  -0.388  2.643
H  -5.715  0.250  1.611
H  0.688  -3.979  -1.669
H  -5.337  2.566  2.714
H  2.906  3.682  3.786
H  0.255  2.917  -4.688
H  -4.014  -6.302  3.248
H  1.135  3.684  3.578
H  0.151  -5.153  2.863
H  -1.221  3.265  -0.566
H  1.855  9.713  -0.133
H  1.777  3.386  -0.674
H  5.407  -3.196  -7.318
H  4.472  5.305  2.742
H  -4.671  -3.856  2.903
H  2.598  11.331  -0.134
H  4.430  11.280  3.273
H  -6.566  -6.974  -0.117
H  1.787  1.335  0.375
H  -0.868  1.589  -0.188
H  1.757  0.013  1.496
H  -8.951  -4.047  0.383
H  1.917  5.006  4.481
H  -4.402  -0.713  0.888
H  3.507  -5.951  1.255
H  -3.621  -2.470  3.282
H  -4.973  -6.248  0.225
H  4.066  12.225  1.810
H  -8.744  -5.767  -0.035
H  -8.131  -4.490  -1.134
H  -5.873  -5.743  -1.222
H  -3.741  3.347  2.825
H  8.576  -1.078  -6.726
H  0.858  -0.317  -4.046
H  4.145  -4.333  0.858
H  4.001  6.656  1.680
H  1.711  -5.288  3.705
H  -1.365  2.506  -4.084
H  5.039  10.724  1.693
H  -0.323  -2.250  -0.027
H  2.702  2.436  -1.816
H  3.630  9.866  -0.170
H  -0.609  4.048  -3.623

---

# 4
Here is a cluster of 3 separate species, C22H57ClN9O2P2 in total from the OMol25 dataset. Energies are from wB97M-V/def2-TZVPD.

- total charge = +1
- max |F| (eV/Å) = 6.7
- HOMO level (eV) = -9.247

Atoms and positions in Å:
Cl  2.891  -0.023  -3.174
P  -6.731  -1.535  4.016
P  -1.164  0.751  1.029
O  -0.459  1.777  1.866
O  -5.282  -1.597  3.625
N  -2.527  1.745  0.531
N  -8.423  -1.390  3.693
N  7.098  -1.401  -4.836
N  0.027  0.504  -0.184
N  -6.888  -3.185  4.599
N  -6.653  -0.347  5.243
N  -2.023  -0.719  0.774
N  7.872  0.602  -5.560
N  9.117  -0.562  -3.948
C  1.195  -0.218  0.285
C  5.695  1.917  -5.148
C  6.399  0.681  -5.742
C  8.904  1.609  -1.965
C  3.858  1.483  -3.413
C  -2.849  2.821  1.474
C  -6.405  0.996  4.746
C  8.075  -0.480  -4.731
C  -8.724  -1.760  2.301
C  -6.981  -3.509  6.017
C  4.187  1.704  -4.900
C  -9.491  -1.845  4.548
C  -0.096  0.444  -1.621
C  -2.682  -1.157  2.022
C  -7.235  -0.323  6.567
C  10.171  0.472  -3.869
C  5.859  -0.642  -5.147
C  -5.938  -4.121  3.990
C  -2.873  -1.031  -0.346
C  9.731  1.790  -3.232
C  11.009  2.600  -2.949
C  -2.650  2.284  -0.816
H  2.048  -0.057  -0.375
H  -9.663  -2.926  4.461
H  -6.167  -3.064  6.604
H  10.777  3.651  -2.811
H  -8.006  -1.295  1.619
H  -0.243  -0.585  -1.991
H  -7.938  -3.216  6.451
H  -7.318  1.450  4.330
H  -6.023  1.642  5.536
H  -3.564  -0.551  2.248
H  -2.203  3.697  1.345
H  1.003  -1.301  0.354
H  -1.989  -1.069  2.865
H  -3.870  -0.581  -0.251
H  -5.811  -3.920  2.928
H  -3.491  2.977  -0.861
H  10.955  0.047  -3.237
H  -2.995  -2.117  -0.384
H  -2.758  2.484  2.504
H  4.777  1.309  -2.858
H  -5.649  0.981  3.957
H  -0.899  1.067  -2.004
H  11.509  2.174  -2.077
H  5.358  -0.541  -4.187
H  -2.452  -0.751  -1.309
H  9.212  -1.382  -3.368
H  -7.326  -1.310  7.008
H  1.490  0.133  1.276
H  6.205  0.773  -6.810
H  3.767  0.927  -5.536
H  11.696  2.456  -3.786
H  3.287  2.295  -2.976
H  9.144  2.327  -3.980
H  -3.885  3.136  1.328
H  3.700  2.633  -5.197
H  -9.714  -1.407  2.006
H  -6.583  0.242  7.240
H  6.203  2.275  -4.248
H  5.804  2.721  -5.877
H  -9.349  -1.598  5.597
H  8.337  0.523  -6.455
H  -6.320  -5.140  4.081
H  8.872  2.578  -1.462
H  5.166  -1.073  -5.866
H  -2.982  -2.203  1.969
H  -1.752  2.832  -1.134
H  -8.677  -2.848  2.152
H  7.049  -2.094  -4.101
H  9.350  0.918  -1.247
H  -6.933  -4.590  6.153
H  -10.407  -1.330  4.247
H  0.820  0.824  -2.088
H  -4.951  -4.081  4.465
H  -2.882  1.515  -1.554
H  7.860  1.358  -2.168
H  10.623  0.584  -4.854
H  -8.222  0.164  6.585